# C13H16N2O4

A single C13H16N2O4 molecule (the ωB97M-V functional and the def2-TZVPD basis, the OMol25 dataset).

Orbital gap (eV): 9.320
HOMO (eV): -8.70
SMILES string: CCOC(=O)CCC(=O)Nc1ccccc1C(N)=O
Energy above the lowest of the compared OMol25 structures with the same formula, charge and spin (kcal per mole): 0.3

The geometry in XYZ format:
```
35
Properties=species:S:1:pos:R:3:forces:R:3:mulliken_charge:R:1
C -0.122 -1.661 2.543 -0.140 -0.257 -0.303 -0.734
C -1.018 -2.750 1.971 -0.244 0.359 0.479 -0.319
H -2.050 -2.393 1.879 0.146 -0.141 0.042 0.301
H -0.989 -3.649 2.588 -0.040 0.085 -0.117 0.299
O -0.554 -3.170 0.684 0.218 -0.290 -0.020 -0.373
C -0.906 -2.449 -0.366 -0.074 -0.207 -0.271 0.694
O -1.654 -1.499 -0.316 -0.122 -0.018 0.034 -0.738
C -0.242 -2.951 -1.631 0.067 0.115 0.055 -0.544
C 0.350 -1.770 -2.417 0.075 -0.066 0.240 -0.678
C 1.146 -0.929 -1.421 -0.236 0.049 -0.605 0.491
O 2.159 -1.346 -0.905 0.219 -0.220 0.191 -0.660
N 0.553 0.262 -1.142 -0.187 0.377 -0.246 -0.047
C 0.815 1.142 -0.086 0.070 0.147 0.265 0.185
C 1.961 1.027 0.697 0.190 -0.151 0.003 -0.470
C 2.195 1.910 1.734 -0.127 0.072 -0.045 -0.671
C 1.305 2.939 1.994 0.005 0.047 0.074 -0.577
C 0.174 3.069 1.212 -0.017 -0.076 -0.072 -0.762
C -0.100 2.171 0.186 0.237 0.089 0.158 0.786
C -1.353 2.423 -0.591 -0.099 -0.042 -0.109 0.183
O -1.697 3.543 -0.908 -0.003 0.199 0.069 -0.633
N -2.082 1.327 -0.943 -0.326 -0.166 -0.166 -0.341
H -1.984 0.431 -0.486 0.077 -0.002 0.070 0.270
H -2.979 1.515 -1.365 0.081 0.064 0.009 0.231
H -0.528 3.872 1.383 -0.053 0.065 -0.013 0.442
H 1.495 3.638 2.794 0.006 0.064 0.072 0.408
H 3.085 1.798 2.333 0.084 -0.020 0.041 0.409
H 2.663 0.238 0.485 0.010 0.002 -0.027 0.531
H -0.285 0.493 -1.662 0.170 -0.268 0.047 0.277
H 1.021 -2.152 -3.186 -0.016 0.074 0.019 0.416
H -0.445 -1.189 -2.884 0.016 -0.009 -0.026 0.261
H 0.544 -3.649 -1.344 -0.064 0.024 -0.078 0.309
H -0.983 -3.474 -2.238 -0.003 -0.023 0.063 0.357
H -0.183 -0.758 1.940 0.003 0.090 -0.008 0.006
H 0.912 -1.998 2.554 0.104 -0.006 0.048 0.273
H -0.432 -1.428 3.557 -0.026 0.042 0.127 0.418
```
Positions in Å, forces in eV/Å.

***

# C20H23N5O2

5 unconnected molecules or ions with the total composition C20H23N5O2 at a distorted geometry (the ωB97M-V functional and the def2-TZVPD basis, the OMol25 dataset).

Orbital gap (eV): 7.736
HOMO (eV): -8.03
SMILES string: CNCc1cccc2c1C(=O)C=CC2=O.CC#N.CC#N.CC#N.CC#N
Energy above the lowest of the compared OMol25 structures with the same formula, charge and spin (kcal per mole): 137.0

The geometry in XYZ format:
```
50
Properties=species:S:1:pos:R:3:forces:R:3:mulliken_charge:R:1
C -1.311 1.177 2.959 0.579 -0.953 1.159 -0.817
N -0.988 0.043 2.065 -0.681 0.957 -0.825 -0.107
C -0.872 0.438 0.648 0.604 -1.456 -0.693 -0.833
C -1.182 -0.857 -0.202 -0.371 0.191 -0.176 0.421
C -2.414 -0.855 -0.984 0.442 -2.206 -0.723 -0.481
C -2.803 -2.024 -1.782 2.709 -0.009 1.652 -0.735
C -1.898 -3.168 -1.752 0.424 0.497 0.569 -0.544
C -0.659 -3.179 -0.997 -0.449 1.638 0.688 0.340
C -0.278 -2.002 -0.168 -1.866 -0.709 -1.707 0.632
C 1.053 -2.101 0.614 0.864 -0.302 -0.552 0.235
O 1.280 -1.650 1.709 -0.340 0.080 -0.438 -0.499
C 2.198 -2.915 -0.069 -1.775 -0.360 -0.803 -0.496
C 1.826 -3.994 -0.801 0.363 0.502 0.237 -0.244
C 0.329 -4.391 -1.006 0.485 1.464 -0.016 0.101
O -0.006 -5.535 -1.191 0.032 0.355 -0.103 -0.546
H -0.389 1.374 3.584 -0.866 0.268 -0.707 0.241
H -2.080 0.817 3.692 0.635 0.662 -0.751 0.204
H -1.658 2.103 2.439 0.170 -0.766 0.400 0.292
H -1.690 -0.693 2.092 0.065 0.422 0.310 0.287
H 0.179 0.734 0.364 -0.878 -0.108 0.574 0.234
H -1.534 1.290 0.350 0.308 -0.848 0.225 0.473
H -3.113 0.016 -1.013 1.034 -0.667 0.259 0.318
H -3.721 -2.066 -2.401 0.747 0.159 0.597 0.379
H -2.130 -4.101 -2.325 0.155 1.016 0.531 0.374
H 3.253 -2.593 0.068 -1.016 -0.332 0.099 0.379
H 2.636 -4.601 -1.274 -1.116 0.229 0.409 0.286
C 4.522 -6.213 -3.645 -0.109 0.552 0.012 -0.809
C 4.283 -4.751 -3.612 0.126 -0.673 -0.045 0.364
N 4.098 -3.619 -3.585 0.019 -0.047 0.028 -0.378
H 3.574 -6.744 -3.559 0.030 0.058 0.002 0.269
H 5.001 -6.488 -4.584 -0.026 0.047 0.041 0.333
H 5.169 -6.501 -2.817 -0.032 0.044 -0.035 0.264
C -5.808 0.455 4.701 0.371 0.341 -0.266 -0.790
C -4.884 1.380 4.005 -0.474 -0.395 0.312 0.372
N -4.168 2.097 3.467 -0.295 0.073 0.043 -0.365
H -6.481 -0.008 3.979 0.052 0.040 0.014 0.264
H -5.239 -0.324 5.207 -0.005 0.050 -0.037 0.271
H -6.395 1.002 5.437 0.047 -0.001 -0.048 0.272
C 0.319 4.488 -0.318 -0.105 -0.478 -0.232 -0.617
C -0.142 3.287 -1.049 0.233 0.641 0.239 0.445
N -0.502 2.354 -1.613 0.033 0.159 -0.132 -0.406
H 1.064 5.020 -0.911 -0.151 -0.095 -0.018 0.033
H -0.523 5.153 -0.128 0.018 -0.058 -0.036 0.303
H 0.763 4.195 0.633 -0.071 -0.062 -0.033 0.277
C 3.906 7.498 -0.728 -0.396 -0.193 -0.347 -0.790
C 2.861 6.988 -1.645 0.511 0.272 0.375 0.377
N 2.052 6.592 -2.356 0.070 0.052 0.055 -0.420
H 4.414 6.664 -0.245 -0.042 0.021 -0.047 0.267
H 4.636 8.082 -1.288 -0.057 -0.040 0.000 0.305
H 3.453 8.130 0.035 -0.006 -0.035 -0.057 0.265
```
Positions in Å, forces in eV/Å.

***

# C4H5NO

A single C4H5NO molecule at a distorted geometry (the ωB97M-V functional and the def2-TZVPD basis, the OMol25 dataset).

Orbital gap (eV): 10.682
HOMO (eV): -9.96
SMILES string: C=C(C)OC#N
Energy above the lowest of the compared OMol25 structures with the same formula, charge and spin (kcal per mole): 41.3

The geometry in XYZ format:
```
11
Properties=species:S:1:pos:R:3:forces:R:3:mulliken_charge:R:1
C -0.199 0.351 -1.563 0.013 -0.030 0.011 -1.056
C -0.051 0.054 -0.104 -0.422 -0.079 0.113 0.788
O 1.236 0.421 0.372 0.150 0.039 0.165 -0.350
C -0.953 -0.376 0.765 0.034 0.060 -0.146 -0.956
C 1.552 -0.104 1.516 0.331 -0.238 0.800 0.559
N 1.838 -0.578 2.535 -0.185 0.519 -0.984 -0.453
H 0.761 0.378 -2.083 -0.102 -0.110 0.155 0.307
H -0.674 1.332 -1.677 0.112 -0.130 -0.024 0.255
H -0.847 -0.387 -2.042 0.077 0.070 0.109 0.354
H -1.883 -0.824 0.451 -0.106 0.327 -0.156 0.263
H -0.780 -0.268 1.829 0.098 -0.427 -0.044 0.287
```
Positions in Å, forces in eV/Å.

***

# C16H17N

2 unconnected molecules or ions with the total composition C16H17N at a distorted geometry (the ωB97M-V functional and the def2-TZVPD basis, the OMol25 dataset).

Orbital gap (eV): 8.437
HOMO (eV): -7.60
SMILES string: Cc1c[nH]c2ccccc12.Cc1ccccc1
Energy above the lowest of the compared OMol25 structures with the same formula, charge and spin (kcal per mole): 41.9

The geometry in XYZ format:
```
34
Properties=species:S:1:pos:R:3:forces:R:3:mulliken_charge:R:1
C 4.153 -2.774 1.099 1.474 -1.145 -1.889 -1.372
C 0.077 -1.821 2.145 2.906 -1.007 -0.872 -0.988
C 0.511 -1.823 0.832 -0.120 0.247 -0.485 -0.204
C 1.067 -2.088 3.112 -1.407 0.560 1.069 -0.301
C 1.867 -2.046 0.495 -1.516 -0.074 -1.973 -0.397
C 2.351 -2.372 2.803 1.578 0.069 -0.912 -0.604
C 2.745 -2.397 1.452 1.632 -0.205 1.211 0.854
H -0.936 -1.773 2.354 -1.692 0.459 0.620 0.562
H -0.202 -1.580 0.043 0.195 -0.318 0.222 0.497
H 0.817 -2.009 4.157 -0.258 -0.145 0.245 0.358
H 2.201 -2.043 -0.581 -0.516 0.068 1.210 0.215
H 3.169 -2.500 3.525 -0.759 -0.133 0.030 0.377
H 4.959 -1.987 1.192 -1.100 -0.709 -0.080 0.257
H 4.207 -3.243 0.054 -0.247 1.420 0.816 0.335
H 4.526 -3.690 1.569 -0.223 0.409 1.003 0.389
C -0.778 -0.540 -2.500 -1.768 0.267 0.653 -1.289
C 0.100 0.884 -0.509 0.052 0.035 -0.155 -0.625
C -0.780 0.730 -1.601 3.214 -2.571 0.091 0.640
C -1.492 2.472 -0.341 1.732 0.604 -0.195 -0.245
C -1.756 1.720 -1.539 -0.206 0.978 2.317 0.835
C -2.183 3.670 -0.099 2.111 -1.343 1.449 -0.688
C -2.901 1.992 -2.276 -1.355 3.353 0.783 -0.450
C -3.145 4.048 -0.929 -2.625 -0.679 -2.324 -0.405
C -3.636 3.210 -1.986 3.066 -1.703 1.085 -0.703
N -0.263 1.987 0.251 -2.387 -0.349 -1.805 -0.065
H 0.942 0.265 -0.078 -1.176 0.902 -1.232 0.283
H 0.220 2.274 1.090 -0.443 0.095 -0.225 0.214
H -0.724 -0.571 -3.595 0.257 1.246 0.065 0.379
H -1.845 -0.881 -2.341 1.202 -0.587 0.006 0.332
H -1.967 4.269 0.757 0.385 0.371 0.448 0.369
H -3.137 1.371 -3.090 -0.524 -0.654 -0.980 0.472
H -3.649 4.972 -0.753 -0.361 0.517 0.110 0.379
H -4.500 3.552 -2.485 -0.715 -0.081 -0.826 0.406
H -0.019 -1.280 -2.226 -0.406 0.103 0.519 0.185
```
Positions in Å, forces in eV/Å.